{
  "formula": "C30H69N10O9",
  "method": "ωB97M-V/def2-TZVPD",
  "elements": ["C", "C", "N", "C", "C", "N", "C", "C", "O", "H", "H", "H", "H", "H", "H", "H", "H", "H", "H", "H", "H", "H", "C", "O", "N", "C", "C", "H", "H", "H", "H", "H", "H", "H", "C", "O", "N", "C", "C", "H", "H", "H", "H", "H", "H", "H", "C", "O", "N", "C", "C", "H", "H", "H", "H", "H", "H", "H", "C", "O", "N", "C", "C", "H", "H", "H", "H", "H", "H", "H", "C", "O", "N", "C", "C", "H", "H", "H", "H", "H", "H", "H", "C", "O", "N", "C", "C", "H", "H", "H", "H", "H", "H", "H", "C", "O", "N", "C", "C", "H", "H", "H", "H", "H", "H", "H", "C", "O", "N", "C", "C", "H", "H", "H", "H", "H", "H", "H"],
  "xyz": [[-2.1541, -4.2228, 1.4987], [-2.4399, -3.3290, 0.3018], [-2.5787, -1.8858, 0.5612], [-1.8211, -1.4272, 1.7701], [-0.3097, -1.6501, 1.7034], [0.2285, -1.6568, 3.0587], [-3.9376, -1.5097, 0.7256], [-4.7478, -2.0717, 1.8629], [-4.4592, -0.7407, -0.0235], [-2.1208, -5.2438, 1.1389], [-1.2011, -4.0249, 1.9632], [-2.9057, -4.1847, 2.2705], [-3.3754, -3.6755, -0.1273], [-1.7048, -3.5184, -0.4649], [-1.9620, -0.3515, 1.8233], [-2.2071, -1.8085, 2.7024], [-0.0799, -2.6207, 1.2279], [0.1907, -0.8606, 1.1729], [-0.3534, -2.2729, 3.6199], [-4.3900, -1.6242, 2.7780], [-5.7815, -1.7918, 1.7416], [-4.6771, -3.1431, 1.9526], [1.4797, 0.7962, -1.4041], [1.4158, 0.0166, -0.4667], [0.6702, 1.8409, -1.5809], [0.7820, 2.7587, -2.6992], [-0.3813, 2.0585, -0.5975], [2.2409, 0.6902, -2.2025], [0.9595, 3.7673, -2.3350], [-0.1480, 2.7503, -3.2711], [1.6060, 2.4671, -3.3495], [0.0555, 2.1966, 0.3880], [-1.0329, 1.1813, -0.5657], [-0.9568, 2.9363, -0.8649], [-2.4931, -6.0968, -1.8551], [-3.3628, -6.2036, -1.0107], [-1.2791, -6.6728, -1.7952], [-0.2788, -6.4708, -2.8272], [-0.9611, -7.5105, -0.6529], [-2.6250, -5.4704, -2.7548], [-0.0064, -7.4310, -3.2751], [0.6123, -6.0061, -2.4025], [-0.6705, -5.8179, -3.6033], [-1.6630, -8.3446, -0.5954], [-1.0426, -6.9321, 0.2674], [0.0519, -7.8923, -0.7523], [6.3108, 2.3212, -0.4650], [5.9683, 2.0910, -1.6100], [5.7445, 1.7957, 0.6336], [6.2117, 2.1155, 1.9662], [4.6238, 0.8738, 0.4835], [7.1484, 3.0052, -0.2308], [6.5394, 1.2072, 2.4760], [5.4061, 2.5718, 2.5454], [7.0475, 2.8115, 1.9141], [4.9388, 0.0168, -0.1102], [3.8094, 1.3723, -0.0382], [4.2771, 0.5360, 1.4564], [0.2080, 5.6016, 1.3880], [-0.3229, 4.7232, 0.7414], [1.5395, 5.6996, 1.5716], [2.1389, 6.7598, 2.3517], [2.3935, 4.6923, 0.9572], [-0.3644, 6.4033, 1.8905], [2.8243, 7.3418, 1.7305], [2.6948, 6.3389, 3.1928], [1.3669, 7.4222, 2.7382], [2.2562, 4.6976, -0.1250], [2.1272, 3.7016, 1.3293], [3.4343, 4.9024, 1.1926], [0.0319, 6.3456, -4.4750], [0.7499, 5.5961, -3.8462], [-0.3802, 6.1250, -5.7386], [-1.2433, 7.0486, -6.4426], [0.0569, 4.9097, -6.4045], [-0.3600, 7.2864, -4.0482], [-2.1740, 6.5511, -6.7242], [-0.7478, 7.4114, -7.3467], [-1.4792, 7.8987, -5.8061], [-0.2763, 4.0380, -5.8404], [1.1461, 4.8856, -6.4582], [-0.3580, 4.8734, -7.4087], [-2.1006, -3.8821, 6.0804], [-1.9612, -3.3368, 5.0114], [-1.0641, -4.2572, 6.8625], [-1.2463, -4.9059, 8.1397], [0.2824, -3.9820, 6.3745], [-3.0924, -4.1193, 6.5150], [-0.8013, -4.3030, 8.9362], [-0.7691, -5.8899, 8.1350], [-2.3076, -5.0323, 8.3474], [0.4102, -2.9115, 6.2107], [0.4433, -4.4829, 5.4201], [1.0123, -4.3336, 7.1015], [-3.5572, 2.9044, -2.1350], [-2.8259, 3.5454, -2.8749], [-4.3072, 3.4280, -1.1538], [-5.1489, 2.5873, -0.3227], [-4.2639, 4.8595, -0.9266], [-3.6589, 1.8099, -2.2160], [-6.1942, 2.8907, -0.4275], [-4.8528, 2.6777, 0.7240], [-5.0433, 1.5475, -0.6249], [-4.5809, 5.3904, -1.8266], [-3.2436, 5.1668, -0.6897], [-4.9225, 5.1172, -0.1008], [1.8868, -3.6269, -1.9612], [1.4014, -4.5693, -2.5724], [3.2076, -3.4554, -1.7695], [3.7431, -2.3242, -1.0303], [4.1188, -4.4412, -2.3166], [1.2721, -2.8357, -1.5033], [4.4144, -1.7465, -1.6725], [4.2975, -2.6893, -0.1623], [2.9352, -1.6788, -0.6883], [4.0017, -4.4993, -3.4003], [3.8999, -5.4257, -1.8991], [5.1424, -4.1643, -2.0761]],
  "total_charge": -1,
  "homo_ev": -1.0,
  "orbital_gap_ev": 3.145
}

{
  "formula": "C57H82F8O40",
  "method": "ωB97M-V/def2-TZVPD",
  "elements": ["C", "C", "C", "O", "C", "O", "O", "H", "H", "H", "H", "H", "H", "C", "C", "C", "O", "C", "O", "O", "H", "H", "H", "H", "H", "H", "C", "C", "C", "O", "C", "O", "O", "H", "H", "H", "H", "H", "H", "C", "C", "C", "O", "C", "O", "O", "H", "H", "H", "H", "H", "H", "C", "C", "C", "O", "C", "O", "O", "H", "H", "H", "H", "H", "H", "C", "C", "C", "O", "C", "O", "O", "H", "H", "H", "H", "H", "H", "C", "C", "C", "O", "C", "O", "O", "H", "H", "H", "H", "H", "H", "C", "C", "C", "O", "C", "O", "O", "H", "H", "H", "H", "H", "H", "C", "C", "C", "O", "C", "O", "O", "H", "H", "H", "H", "H", "H", "C", "C", "C", "O", "C", "O", "O", "H", "H", "H", "H", "H", "H", "C", "C", "C", "O", "C", "O", "O", "H", "H", "H", "H", "H", "H", "C", "C", "C", "O", "C", "O", "O", "H", "H", "H", "H", "H", "H", "C", "C", "C", "O", "C", "O", "O", "H", "H", "H", "H", "H", "H", "C", "C", "C", "F", "F", "F", "F", "O", "C", "C", "F", "F", "F", "F", "H", "H", "H", "H"],
  "xyz": [[0.0916, 1.2861, 5.6564], [1.2129, 0.6134, 4.8832], [1.2152, 0.9505, 3.4017], [2.5681, 1.2370, 3.1160], [3.2253, 1.4497, 4.2843], [4.3389, 1.8673, 4.3600], [2.4302, 1.2446, 5.3397], [-0.8242, 1.0315, 5.1161], [0.2243, 2.3587, 5.7712], [0.0136, 0.8376, 6.6481], [1.2162, -0.4617, 5.0594], [0.5011, 1.7393, 3.1441], [0.8138, 0.0844, 2.8714], [-5.3003, -0.4622, 0.4758], [-6.6269, 0.1658, 0.0503], [-6.9291, 0.0659, -1.4331], [-8.2804, -0.3419, -1.4606], [-8.7030, -0.7828, -0.2697], [-9.7133, -1.3614, -0.0660], [-7.7470, -0.4808, 0.6636], [-5.2415, -0.7178, 1.5325], [-4.4919, 0.1774, 0.1262], [-5.2212, -1.4784, 0.0789], [-6.6796, 1.1961, 0.4170], [-6.3061, -0.7237, -1.8595], [-6.7550, 0.9964, -1.9679], [1.8989, 1.7223, -7.7548], [2.2075, 2.0654, -6.2989], [1.1275, 2.9308, -5.5371], [1.1416, 2.2741, -4.2797], [1.5700, 1.0319, -4.3584], [1.4091, 0.1868, -3.5273], [2.0479, 0.8429, -5.6112], [2.0868, 2.5784, -8.4030], [0.8701, 1.3782, -7.9139], [2.4086, 0.8279, -8.1171], [3.2276, 2.4475, -6.3123], [0.1970, 2.8352, -6.0911], [1.5630, 3.9199, -5.4389], [2.7157, 4.3598, 0.7032], [4.1993, 4.2090, 0.9107], [4.5535, 2.8219, 1.5400], [5.6902, 2.4349, 0.7736], [5.8859, 3.2542, -0.2644], [6.8241, 3.2007, -0.9884], [4.9076, 4.1945, -0.3236], [2.1358, 4.2144, 1.6140], [2.3423, 3.7266, -0.1004], [2.5018, 5.3642, 0.3255], [4.6126, 4.9688, 1.5758], [3.6871, 2.1657, 1.4444], [4.7976, 2.9086, 2.5967], [-4.8941, 3.7312, -1.9589], [-4.6909, 2.7571, -3.0846], [-3.4518, 2.9937, -3.9988], [-2.8239, 1.7250, -4.0666], [-3.3655, 0.8675, -3.1815], [-2.9902, -0.2516, -3.0368], [-4.4694, 1.4266, -2.6526], [-5.4641, 4.5807, -2.3400], [-3.9255, 3.9991, -1.5439], [-5.5255, 3.3920, -1.1350], [-5.5535, 2.6434, -3.7496], [-2.7201, 3.6671, -3.5521], [-3.8368, 3.3719, -4.9434], [-4.0883, 2.6900, 2.0605], [-4.9399, 3.8675, 2.5183], [-4.7371, 4.2605, 3.9890], [-4.6904, 5.6888, 3.9238], [-4.7023, 6.1186, 2.6467], [-4.7324, 7.2461, 2.2561], [-4.6849, 5.0669, 1.8202], [-4.4392, 1.7139, 2.4099], [-3.0511, 2.6601, 2.4033], [-4.0948, 2.5539, 0.9766], [-6.0020, 3.6459, 2.3886], [-3.8942, 3.7805, 4.4796], [-5.6963, 4.0513, 4.4637], [-2.9066, -1.7537, 6.4204], [-2.5647, -2.1710, 4.9952], [-3.7627, -2.2273, 4.0132], [-3.4000, -1.4749, 2.8854], [-2.2091, -0.9133, 3.1172], [-1.6902, -0.0914, 2.4220], [-1.6781, -1.3267, 4.2900], [-3.7562, -2.3492, 6.7628], [-3.2049, -0.7071, 6.4926], [-2.0996, -1.9807, 7.1153], [-2.1046, -3.1598, 5.0457], [-4.6347, -1.8931, 4.5790], [-3.8970, -3.2965, 3.8515], [-0.9032, -3.4703, -1.9693], [-2.2800, -3.7699, -1.3857], [-2.8608, -2.5479, -0.6360], [-4.1524, -2.4196, -1.2413], [-4.2979, -3.2614, -2.2489], [-5.3536, -3.4763, -2.7760], [-3.1750, -3.9649, -2.4840], [-0.9143, -2.7571, -2.7902], [-0.4893, -4.3911, -2.3874], [-0.3013, -3.1828, -1.1033], [-2.2036, -4.6405, -0.7336], [-2.2207, -1.6698, -0.6946], [-2.9746, -2.8552, 0.4026], [-1.3380, 6.5753, 1.2832], [-1.7610, 5.5590, 0.2338], [-2.5235, 6.1433, -0.9871], [-1.9490, 5.4274, -2.0614], [-0.8386, 4.7693, -1.6753], [-0.1584, 4.1161, -2.4067], [-0.6261, 4.9531, -0.3875], [-1.1876, 7.5527, 0.8120], [-0.3706, 6.3505, 1.7304], [-2.1026, 6.7875, 2.0278], [-2.3936, 4.8490, 0.7710], [-2.3581, 7.2197, -1.0064], [-3.5697, 5.8783, -0.8628], [7.0767, -2.2152, 3.4853], [5.9329, -1.2846, 3.7706], [5.2091, -0.7972, 2.5137], [3.8477, -1.2118, 2.6793], [3.6904, -1.8329, 3.8471], [2.6472, -2.1495, 4.3417], [4.8767, -1.9785, 4.4507], [6.7194, -3.1431, 3.0389], [7.6509, -2.4479, 4.3868], [7.8987, -1.8089, 2.8903], [6.2132, -0.5149, 4.4907], [5.5908, -1.3476, 1.6528], [5.3371, 0.2677, 2.3326], [6.2658, -1.2612, -3.0075], [4.9767, -0.4805, -3.0598], [4.7792, 0.4725, -1.8415], [4.5322, 1.7377, -2.4331], [4.7230, 1.6654, -3.7540], [4.6007, 2.6367, -4.4384], [5.0345, 0.4304, -4.1722], [6.4576, -1.9217, -2.1635], [7.1180, -0.5771, -2.9195], [6.4420, -1.7554, -3.9637], [4.0839, -1.1001, -3.1087], [5.6599, 0.5038, -1.1997], [3.9270, 0.1074, -1.2681], [-1.8483, 1.2678, -0.4323], [-0.4526, 0.8219, -0.8536], [0.8015, 1.5941, -0.4835], [1.6139, 0.6963, 0.2494], [1.0104, -0.4767, 0.3701], [1.4336, -1.3735, 1.0377], [-0.1595, -0.4716, -0.2619], [-1.9608, 2.2995, -0.7783], [-1.8748, 1.2092, 0.6564], [-2.5858, 0.6646, -0.9574], [-0.5556, 0.6170, -1.9215], [0.5387, 2.4739, 0.1040], [1.2993, 1.8819, -1.4081], [0.8050, -4.6303, 3.4787], [0.0350, -3.8058, 2.4636], [0.2125, -4.2567, 1.0233], [-1.1105, -4.1695, 0.5091], [-2.0054, -4.2012, 1.5247], [-3.1774, -4.3348, 1.3398], [-1.3479, -4.0569, 2.6709], [0.4707, -4.4278, 4.4977], [1.8833, -4.4963, 3.4159], [0.6521, -5.7105, 3.3940], [0.2615, -2.7402, 2.5208], [0.5944, -5.2708, 0.8662], [0.8965, -3.6132, 0.4733], [2.9538, -7.0666, -3.7363], [3.5074, -8.4003, -3.2357], [5.0289, -8.4878, -3.3316], [5.3939, -9.7951, -3.2485], [5.5188, -7.8915, -4.4281], [3.0588, -8.6225, -1.9913], [2.9308, -9.3263, -4.0534], [3.4454, -5.9868, -2.9296], [2.5100, -5.0179, -2.5937], [3.3006, -3.9520, -1.8718], [4.4003, -3.5213, -2.5341], [2.5642, -2.9295, -1.3816], [1.8990, -4.5596, -3.7041], [1.6194, -5.6280, -1.7739], [1.8696, -7.1381, -3.6215], [3.0962, -6.7694, -4.7737], [5.4675, -7.9937, -2.4582], [3.7499, -4.4306, -0.9916]],
  "total_charge": 0,
  "homo_ev": -9.9,
  "orbital_gap_ev": 9.690
}

{
  "formula": "C28H28N4O2W",
  "method": "ωB97M-V/def2-TZVPD",
  "elements": ["W", "C", "C", "C", "C", "C", "C", "H", "H", "H", "H", "H", "H", "O", "C", "C", "C", "C", "C", "C", "C", "O", "N", "N", "C", "C", "C", "C", "C", "C", "N", "H", "H", "H", "H", "H", "H", "H", "H", "H", "H", "C", "N", "C", "C", "C", "C", "C", "C", "C", "C", "H", "H", "H", "H", "H", "H", "H", "H", "H", "H", "H", "H"],
  "xyz": [[-0.0235, 0.0481, 0.4173], [-1.9182, 1.7344, 2.1632], [-0.8285, 0.8944, 2.4861], [0.4897, 1.3527, 2.2244], [0.6463, 2.4817, 1.3819], [-0.4557, 3.1492, 0.8841], [-1.7445, 2.8274, 1.3425], [-2.8979, 1.4956, 2.5594], [-0.9584, 0.1696, 3.2745], [1.3146, 1.0234, 2.8353], [1.6380, 2.8597, 1.1883], [-0.3114, 3.9999, 0.2288], [-2.5806, 3.4675, 1.0861], [2.8869, 1.8054, -3.9777], [3.7330, 1.8241, -2.9420], [5.0277, 2.2667, -3.2010], [5.9519, 2.3326, -2.1845], [5.6323, 1.9425, -0.8727], [4.3767, 1.4780, -0.6087], [3.3975, 1.4162, -1.6296], [2.0851, 0.9737, -1.2923], [1.8502, 0.4909, -0.0673], [1.0625, 1.1468, -2.1077], [-0.0913, 0.7521, -1.4823], [-1.2183, 1.0760, -1.9946], [-2.3716, 0.5927, -1.2661], [-3.6738, 0.7165, -1.6862], [-4.6790, 0.0922, -0.9635], [-4.3381, -0.6599, 0.1460], [-3.0163, -0.7145, 0.5347], [-2.0501, -0.0713, -0.1347], [1.9899, 1.5898, -3.6731], [5.2732, 2.5591, -4.2150], [6.9497, 2.6960, -2.4035], [6.3737, 2.0036, -0.0874], [4.1152, 1.1403, 0.3846], [-1.2522, 1.6368, -2.9203], [-3.8883, 1.2873, -2.5828], [-5.7136, 0.1748, -1.2723], [-5.0862, -1.2092, 0.7036], [-2.7062, -1.2694, 1.4038], [-3.1385, -3.2647, -2.7096], [-2.1798, -3.5398, -1.6670], [-2.6369, -4.1977, -0.4554], [-0.9555, -2.7902, -1.8054], [0.0005, -2.9859, -0.6649], [0.6473, -4.1953, -0.5171], [1.5231, -4.4294, 0.5452], [1.7882, -3.4463, 1.4927], [1.1861, -2.2194, 1.3342], [0.2881, -1.9736, 0.2716], [-4.0168, -3.8954, -2.5797], [-2.7257, -3.4723, -3.7017], [-3.4773, -2.2100, -2.7154], [-3.1481, -5.1264, -0.7090], [-3.3430, -3.6078, 0.1534], [-1.7993, -4.4641, 0.1884], [-1.1455, -1.7118, -1.9308], [-0.4472, -3.1014, -2.7260], [0.4540, -4.9805, -1.2403], [2.0116, -5.3927, 0.6293], [2.4740, -3.6298, 2.3095], [1.4225, -1.4374, 2.0413]],
  "multiplicity": 3,
  "total_charge": 2,
  "homo_ev": [-13.1, -13.1],
  "e_above_lowest_kj_mol": 137.1,
  "orbital_gap_ev": [4.787, 4.724]
}

Number 1: E_tot -2409.12611 Ha. Number 2: E_tot -6029.85877 Ha. Number 3: E_tot -1519.74294 Ha.